# 1
87
Properties=species:S:1:pos:R:3:forces:R:3:mulliken_charge:R:1 method="wB97M-V/def2-TZVPD" homo_lumo_gap_ev="4.879 / 4.878" total_charge=+2
Pb -1.20357 -3.82318 -2.21838 -2.2 1.7 4.4 0.817
P -0.30344 0.34072 -2.50550 -1.9 1.3 -1.9 0.243
P 2.40242 -1.00458 -0.51745 -0.4 -1.7 2.5 0.005
O -0.94966 4.90443 4.22752 -0.1 -1.5 -2.1 -0.558
O -1.50354 4.50432 2.14523 1.0 -1.3 1.5 -0.578
O 1.37775 2.00360 6.95393 -0.3 -1.4 -2.1 -0.545
O 1.81821 -0.05422 0.60733 -0.4 0.6 -0.6 -0.277
O -0.03615 -1.21428 1.37684 2.3 2.3 0.0 -0.533
O 1.93277 0.01896 6.22550 -0.9 1.4 -0.5 -0.591
N 1.59130 -2.48760 -0.36028 -0.3 -0.2 -0.9 0.778
N -0.98010 4.16148 3.21863 -1.5 3.9 0.1 0.999
N 0.08855 1.95678 -3.00060 0.3 0.6 0.2 0.608
N 1.37253 1.11956 6.07648 1.6 -0.9 3.6 0.977
N 3.89270 -1.27852 0.17382 0.0 -0.1 -0.5 0.668
N -1.61290 0.10153 -3.83847 0.5 -0.9 0.6 0.556
C 1.14945 -3.28960 -1.44661 1.1 -0.9 0.9 -0.905
C 0.18852 2.62242 4.61635 -0.2 -0.6 -0.2 -0.091
C 4.75463 -2.30107 -0.28119 0.8 0.2 0.4 -0.267
C -0.77943 3.02333 -2.71311 0.8 0.2 -0.6 -0.670
C 1.53705 -4.96923 -3.78082 0.5 -1.1 -0.3 -0.218
C -0.34409 2.89371 3.35316 1.0 -2.0 -0.1 -0.236
C -0.26654 4.17882 -3.28337 -0.1 -1.1 0.3 -0.626
C 0.71107 -0.25313 1.45060 -3.3 -1.8 0.4 0.855
C 0.84394 0.41177 3.78098 0.0 0.7 0.6 -0.541
C 0.49046 0.79537 2.48044 -0.1 0.5 1.0 0.452
C 0.66483 -3.45997 -5.63194 1.2 0.1 -0.7 -1.967
C 0.97329 3.83706 -3.91728 -0.3 -1.3 0.4 -0.755
C -1.53328 -3.68944 -4.34092 1.1 1.0 -3.9 -0.168
C 1.16540 -0.50822 -3.17777 0.2 -0.7 -0.5 1.159
C 4.49297 -0.68833 1.32075 0.7 -0.2 0.0 -0.516
C -0.48529 -6.00636 -4.81197 -0.7 -0.3 -0.6 -0.742
C 5.70816 -1.30279 1.53018 -1.3 0.3 -0.6 -0.526
C 1.38881 -3.20717 0.81424 0.7 -0.7 0.0 -0.355
C 0.73730 1.35559 4.82884 -0.5 0.9 -2.2 -0.534
C 0.89077 -4.45060 0.51899 0.0 0.4 -0.1 -1.855
C 1.16387 2.47440 -3.72771 -0.3 0.7 -0.1 -0.299
C 0.48689 -5.81121 -3.69445 1.1 -0.5 -0.4 -1.202
C 2.38657 -0.51187 -2.22487 0.2 0.4 -0.7 -1.437
C -3.51297 -0.68453 -4.84680 0.9 0.2 0.7 -0.564
C -2.19701 -0.75608 -0.38094 0.5 -0.9 -0.1 -0.666
C -1.77648 -5.19588 -4.57538 0.1 0.1 -0.7 -0.949
C -2.86730 -0.50018 -3.63042 0.2 0.1 -0.5 -0.550
C -1.47465 0.27388 -5.22039 -0.8 0.0 0.0 -0.365
C -0.34879 -2.96722 -4.66950 -3.8 -0.7 -1.1 0.429
C 5.87450 -2.31204 0.51596 -0.9 0.2 -0.4 -0.671
C 0.75413 -4.55775 -0.89999 1.9 0.9 0.4 -0.190
C 1.88478 -4.17825 -5.01365 0.1 0.4 -0.7 -0.785
C -0.20625 1.99810 2.26847 0.2 0.4 0.6 -0.819
C -2.64333 -0.15795 -5.85337 1.0 0.0 0.7 -0.761
H 2.26961 -4.84185 -5.80769 0.0 0.0 0.5 0.419
H -0.49407 -1.87388 -4.65517 0.0 -0.7 0.3 0.702
H -0.74012 5.14635 -3.26194 0.1 0.0 0.1 0.466
H -2.42288 -1.43241 0.44854 0.0 0.4 -0.3 0.418
H 6.40094 -1.06513 2.32124 -0.1 0.0 0.0 0.477
H 2.32267 -4.98631 -3.02438 -0.3 -0.2 0.0 1.062
H -2.32537 -5.68073 -3.73151 0.0 0.5 -0.7 0.369
H -1.67845 2.80947 -2.15288 0.0 0.3 -0.1 0.443
H 1.45205 -0.10003 -4.15936 0.2 0.0 0.4 1.228
H 3.11253 -1.23086 -2.63407 0.2 0.2 0.0 0.570
H 0.71120 -5.25598 1.22530 -0.1 0.4 -0.1 0.601
H -3.19731 -0.69346 -2.62462 0.0 -0.2 -0.3 0.053
H 2.84970 0.47744 -2.28797 0.3 0.0 0.4 0.557
H -0.75477 -7.06766 -4.88537 0.0 0.2 0.2 0.538
H -4.46533 -1.19229 -4.99162 0.2 0.5 0.1 0.534
H 1.64627 4.49210 -4.45084 -0.1 0.0 0.1 0.470
H 4.44819 -2.92398 -1.11242 0.2 0.1 0.1 0.385
H 1.95891 1.82388 -4.06364 0.0 0.3 0.0 0.443
H 0.99588 -2.56421 -6.18131 0.1 -0.3 0.2 0.447
H 2.71117 -3.45661 -4.87525 -0.4 -0.3 0.4 0.358
H 3.97205 0.08909 1.86611 0.2 -0.1 -0.2 0.455
H -2.42178 -3.01784 -4.36062 0.4 -0.4 0.8 0.316
H -3.04086 -0.23497 -0.85164 0.4 -0.3 0.3 0.452
H 0.90861 -1.54163 -3.41269 -0.1 0.3 0.4 -2.145
H -1.24236 -0.21867 -0.34883 -1.0 -0.5 0.2 -0.202
H -2.38895 -5.23874 -5.48418 -0.2 -0.2 0.2 0.429
H 1.16704 -0.60295 4.00504 0.3 0.3 0.0 0.612
H 0.57468 -5.49233 -1.43958 0.4 0.7 0.5 0.483
H -0.68355 2.22184 1.31925 0.3 0.2 0.0 0.753
H 1.62470 -3.07684 -2.39728 -0.4 -0.2 0.2 0.926
H -0.58779 0.74956 -5.61871 -0.2 0.0 0.0 0.471
H -2.86370 -0.09853 -6.91194 0.2 0.0 0.2 0.473
H 0.43064 -6.59492 -2.91031 0.1 0.8 -0.3 0.635
H 6.72857 -2.96121 0.39905 -0.1 0.0 0.0 0.472
H -0.09029 -5.77782 -5.81135 0.1 -0.1 0.6 0.334
H 1.75933 -2.83393 1.76735 -0.3 -0.1 -0.3 0.652
H 0.11174 3.36933 5.41219 0.2 -0.4 -0.3 0.625
H 0.24869 -4.11434 -6.42464 -0.2 0.6 0.7 0.483



# 2
82
Properties=species:S:1:pos:R:3:forces:R:3:mulliken_charge:R:1 method="wB97M-V/def2-TZVPD" homo_lumo_gap_ev=3.496 total_charge=-2
Pd -0.24852 2.28579 -0.29425 0.0 0.0 0.0 -0.019
As -1.12800 4.34073 0.65916 0.0 0.0 0.0 -0.652
As -4.55598 -1.69701 -2.17169 0.1 -0.2 0.0 1.346
Si -0.62424 3.74311 -1.99921 0.0 -0.1 0.0 0.726
Si 0.90062 4.69584 1.67967 0.0 0.0 0.0 0.733
O 2.00559 -1.41618 -0.91408 0.0 0.0 0.0 -0.787
O -5.21552 -0.84321 -3.40508 0.0 0.1 0.1 -0.842
O 0.83540 0.47427 -1.23998 0.0 0.0 0.0 -0.472
N 0.05168 0.43684 1.35994 0.0 0.0 0.0 0.582
C -0.27432 -0.78935 3.43357 0.0 0.0 0.0 1.532
C -6.45435 -5.11931 -0.56618 0.0 0.0 0.0 -0.652
C -0.43027 -1.84044 -2.83556 0.0 0.0 0.0 -0.624
C -7.16132 -4.88852 -2.85420 0.0 0.0 0.0 -0.514
C -1.61098 0.23236 5.16522 0.0 0.0 0.0 -0.627
C 1.25518 -0.48712 -0.55832 0.0 0.0 0.0 0.181
C -5.66595 -3.98380 -0.69543 0.0 0.0 0.0 0.153
C -4.92437 0.16468 2.11524 0.0 0.0 0.0 -0.496
C -2.45664 -3.66282 -2.28762 0.0 0.0 0.0 -0.176
C -1.77459 1.37968 4.35708 0.0 0.0 0.0 -0.741
C 0.52226 5.18843 -2.46900 0.0 0.0 0.0 -1.177
C -4.62516 -0.89516 -0.42413 -0.1 0.2 -0.1 0.093
C -0.87424 -0.82873 4.71471 0.0 0.0 0.0 -0.783
C -5.91639 0.36484 1.16234 0.0 0.0 0.0 -0.685
C -0.45416 0.35571 2.62595 0.0 0.0 0.0 -0.711
C -5.76997 -0.17005 -0.10636 0.0 0.0 0.0 -0.386
C -0.13218 -3.18743 -2.68213 0.0 0.0 0.0 -0.403
C -3.78538 -0.55709 1.79800 0.0 0.0 0.0 -0.531
C -7.19960 -5.57304 -1.64658 0.0 0.0 0.0 -0.367
C 0.74031 -0.56838 0.88861 0.0 0.0 0.0 0.073
C 1.59174 3.36362 2.86010 0.0 0.0 0.0 -1.005
C 0.77004 6.23013 2.81485 0.0 0.0 0.0 -1.205
C 0.99965 -1.74449 1.64376 0.0 0.0 0.0 -0.377
C -1.21120 1.44646 3.11345 0.0 0.0 0.0 0.747
C -2.36623 4.32855 -2.50456 0.0 0.0 0.0 -1.253
C 0.49118 -1.85510 2.89839 0.0 0.0 0.0 -1.088
C -1.73686 -1.39745 -2.69983 0.0 0.1 0.0 -0.318
C -2.75279 -2.30891 -2.42299 0.0 -0.1 0.0 0.107
C -6.37268 -3.75344 -2.98399 0.0 0.0 0.0 -0.572
C -0.25690 2.52301 -3.44973 0.0 0.0 0.0 -1.131
C -5.61783 -3.30462 -1.90702 0.0 0.0 -0.1 -0.403
C -1.14400 -4.09941 -2.41723 0.0 0.0 0.0 -0.799
C -3.62402 -1.07990 0.51964 0.0 0.0 0.1 -0.049
C 2.41205 5.06822 0.58588 0.0 0.0 0.0 -1.138
H -3.24149 -4.37913 -2.07788 0.0 0.0 0.0 0.309
H 2.62714 4.21287 -0.05936 0.0 0.0 0.0 0.199
H -2.71430 -1.61164 0.26578 0.0 0.0 0.0 0.436
H -0.01086 6.08279 3.56636 0.0 0.0 0.0 0.267
H -3.00977 -0.69144 2.53927 0.0 0.0 0.0 0.402
H -5.09095 -3.62041 0.14942 0.0 0.0 0.0 0.451
H -7.75048 -5.23710 -3.69381 0.0 0.0 0.0 0.358
H 0.65657 -2.74415 3.49937 0.0 0.0 0.0 0.364
H -2.67369 5.20472 -1.93267 0.0 0.0 0.0 0.351
H 0.35314 6.04973 -1.82202 0.0 0.0 0.0 0.205
H -2.37982 4.57142 -3.57478 0.0 0.0 0.0 0.318
H 2.53850 3.70296 3.29885 0.0 0.0 0.0 0.501
H 1.77694 2.43102 2.32016 0.0 0.0 0.0 0.083
H 1.59215 -2.51416 1.17057 0.0 0.0 0.0 0.540
H -1.92497 -0.33261 -2.78306 -0.1 0.0 0.0 0.385
H 0.50358 7.11300 2.22789 0.0 0.0 0.0 0.244
H 2.23523 5.93231 -0.05748 0.0 0.0 0.0 0.262
H -7.81643 -6.45790 -1.54465 0.0 0.0 0.0 0.354
H -2.06994 0.19398 6.14689 0.0 0.0 0.0 0.354
H -1.02707 1.74706 -3.50411 0.0 0.0 0.0 0.151
H 3.29359 5.26687 1.20841 0.0 0.0 0.0 0.371
H 0.90045 -3.50594 -2.73580 0.0 0.0 0.0 0.364
H 0.32525 5.47452 -3.51027 0.0 0.0 0.0 0.378
H -6.79450 0.95092 1.40331 0.0 0.0 0.0 0.363
H -3.10192 3.53774 -2.33227 0.0 0.0 0.0 0.266
H -6.49058 -5.64632 0.37936 0.0 0.0 0.0 0.380
H 1.71564 6.42836 3.33383 0.0 0.0 0.0 0.338
H -2.35628 2.21861 4.72156 0.0 0.0 0.0 0.420
H -5.02352 0.59498 3.10398 0.0 0.0 0.0 0.390
H -0.91498 -5.15147 -2.29350 0.0 0.0 0.0 0.366
H 0.35872 -1.11754 -2.98905 0.0 0.0 0.0 0.501
H 0.89592 3.14483 3.67477 0.0 0.0 0.0 0.160
H -0.25950 3.06273 -4.40631 0.0 0.0 0.0 0.482
H 0.70289 2.01861 -3.32410 0.0 0.0 0.0 0.178
H -6.53057 -0.00622 -0.86151 0.0 0.0 0.0 0.422
H -0.74136 -1.71399 5.32816 0.0 0.0 0.0 0.343
H -1.32937 2.31641 2.46434 0.0 0.0 0.0 -0.280
H -6.34528 -3.18904 -3.90899 0.0 0.0 0.0 0.448
H 1.57342 4.89918 -2.38984 0.0 0.0 0.0 0.286



Values of E_tot, in order: -80896.0297; -184439.2187, all in eV.